Record 1
ORCA calculation (ωB97M-V/def2-TZVPD) on a molecular structure, C43H61BN5O2P2STi.

Last column: Mulliken spin population.
Atoms and positions in Å:
Ti1 -0.2818 1.8299 -1.2824  0.963
O1 1.5115 1.4666 -2.0142  0.048
C1 1.9537 1.5069 -3.2584  0.162
C2 3.2845 1.1605 -3.5195  -0.112
C3 3.8244 1.2082 -4.7948  0.178
C4 3.0220 1.6084 -5.8649  -0.095
C5 1.7037 1.9363 -5.6372  0.129
C6 1.1104 1.8916 -4.3537  -0.116
C7 -0.2833 2.1758 -4.2496  0.439
N1 -1.0349 2.1125 -3.1452  0.103
C8 -2.4723 2.2338 -3.3163  0.012
C9 -3.1209 2.2026 -1.9138  0.098
N2 -2.3048 1.5031 -0.9450  -0.055
C10 -2.6494 0.0673 -0.8050  0.012
C11 -2.2867 -0.6418 -2.0912  -0.034
C12 -3.0013 -1.0545 -3.1944  -0.012
C13 -2.3190 -1.5248 -4.3214  0.022
C14 -0.9342 -1.5528 -4.3398  -0.007
C15 -0.1929 -1.1755 -3.2176  0.069
C16 -0.8913 -0.7718 -2.1002  0.024
O2 -0.3163 -0.3966 -0.8889  0.002
H1 3.8841 0.8516 -2.6704  -0.005
H2 4.8602 0.9351 -4.9557  0.017
H3 3.4252 1.6518 -6.8693  -0.005
H4 1.0758 2.2279 -6.4731  0.002
H5 -0.7842 2.4122 -5.1906  0.030
H6 -2.8537 1.4261 -3.9510  -0.016
H7 -2.7201 3.1798 -3.8274  -0.005
H8 -4.1308 1.7703 -1.9963  0.006
H9 -3.2742 3.2437 -1.5799  -0.029
H10 -3.6955 -0.0870 -0.5029  0.000
H11 -4.0838 -0.9810 -3.2017  0.001
H12 -2.8744 -1.8408 -5.1967  0.005
H13 -0.4131 -1.8701 -5.2349  -0.001
H14 0.8867 -1.1632 -3.2331  -0.017
C17 2.0970 -2.7622 -1.4469  -0.001
C18 2.1972 -3.6991 -0.2375  0.001
C19 1.9984 -5.1344 -0.7277  0.000
C20 3.6179 -3.5120 0.3102  0.000
P1 0.9349 -3.0506 1.0241  -0.002
C21 -0.6667 -3.1586 0.0105  -0.003
N3 -1.6842 -2.1690 0.3217  0.000
B1 -1.4994 -0.6418 0.1134  -0.056
N4 -1.4058 -0.1617 1.5895  -0.003
C22 -1.5939 1.2035 2.0219  0.020
P2 -0.2426 2.2960 1.4349  0.071
C23 -0.8572 3.9472 2.1123  -0.006
C24 -2.2303 4.1813 1.4550  0.021
C25 -1.0181 3.9749 3.6339  0.002
C26 0.0492 5.1121 1.6990  0.002
C27 1.2654 1.6758 2.3740  0.002
C28 1.8949 0.6349 1.4353  0.020
C29 0.9326 0.9982 3.7052  -0.002
C30 2.2944 2.7841 2.6004  0.000
C31 -2.1569 -1.0953 2.3049  -0.002
C32 -2.7304 -0.9996 3.5638  0.000
C33 -3.4229 -2.0999 4.0869  0.000
C34 -3.5684 -3.2628 3.3558  0.000
C35 -3.0171 -3.3534 2.0718  0.000
C36 -2.3083 -2.2865 1.5605  0.002
C37 0.7522 -4.3744 2.3888  0.000
C38 0.1536 -3.6454 3.6017  0.000
C39 2.1216 -4.8853 2.8425  0.000
C40 -0.1279 -5.5771 2.0519  0.000
H15 2.9961 -2.8693 -2.0618  0.001
H16 2.0092 -1.7166 -1.1471  0.001
H17 1.2449 -3.0039 -2.0798  -0.001
H18 2.6915 -5.3431 -1.5501  0.000
H19 0.9851 -5.2864 -1.1046  0.000
H20 2.1850 -5.8717 0.0533  0.000
H21 4.3363 -3.7191 -0.4899  0.000
H22 3.8559 -4.1672 1.1411  0.000
H23 3.7666 -2.4799 0.6343  0.000
H24 -1.0942 -4.1631 0.0679  0.000
H25 -0.3727 -3.0174 -1.0283  0.003
H26 -1.6076 1.2450 3.1125  0.002
H27 -2.5370 1.6195 1.6512  0.010
H28 -3.0148 3.5981 1.9363  0.000
H29 -2.2268 3.9000 0.4001  0.022
H30 -2.4963 5.2386 1.5441  0.001
H31 -1.6548 3.1679 3.9957  0.000
H32 -1.4857 4.9197 3.9294  0.000
H33 -0.0560 3.9088 4.1435  0.000
H34 0.1508 5.1769 0.6173  0.006
H35 1.0436 5.0520 2.1337  0.000
H36 -0.4068 6.0446 2.0461  0.000
H37 1.2040 -0.1759 1.2028  0.014
H38 2.7675 0.1908 1.9263  0.000
H39 2.2220 1.0876 0.4944  0.006
H40 0.3060 0.1200 3.5460  0.000
H41 0.4295 1.6701 4.4030  0.000
H42 1.8617 0.6618 4.1758  0.000
H43 2.5113 3.3279 1.6776  0.000
H44 3.2280 2.3254 2.9384  0.000
H45 1.9821 3.4988 3.3629  0.000
H46 -2.6445 -0.0997 4.1588  -0.001
H47 -3.8620 -2.0252 5.0745  0.000
H48 -4.1227 -4.0976 3.7658  0.000
H49 -3.1525 -4.2463 1.4732  0.000
H50 0.7647 -2.7822 3.8735  0.000
H51 0.1225 -4.3288 4.4574  0.000
H52 -0.8585 -3.2976 3.4187  0.000
H53 2.8006 -4.0626 3.0730  0.000
H54 2.5944 -5.5342 2.1074  0.000
H55 1.9876 -5.4698 3.7587  0.000
H56 -1.1566 -5.2782 1.8671  0.000
H57 -0.1392 -6.2670 2.9030  0.000
H58 0.2370 -6.1254 1.1820  0.000
S1 0.3209 6.4144 -2.2367  0.010
C41 1.8113 5.7124 -1.7662  -0.003
C42 1.6207 4.4168 -1.4190  0.047
N5 0.3230 3.9823 -1.5148  -0.089
C43 -0.4648 4.9257 -1.9467  0.096
H59 2.7352 6.2619 -1.7839  -0.001
H60 2.3760 3.7058 -1.1189  0.005
H61 -1.5199 4.7743 -2.1201  -0.013

Output
* energy above the lowest of the compared OMol25 structures with the same formula, charge and spin: 0.000 eV
* charge: -1
* ⟨S²⟩: 2.0288
* spin multiplicity: 3


Record 2
ORCA calculation (ωB97M-V/def2-TZVPD) on 4 unconnected molecules or ions with the total composition C21H48N2O3P at a distorted geometry.

Last column: Mulliken charge in e.
Atoms and positions in Å:
O1 0.0050 5.1243 0.7627  -0.642
P1 -0.3206 3.8885 1.6422  0.779
O2 -1.5844 3.0601 0.8056  -0.383
O3 -0.9303 4.3638 3.1501  -0.514
C1 1.1397 2.7067 1.7197  0.220
C2 1.6710 1.7942 2.8398  -0.290
N1 2.8008 1.1590 2.1463  -0.001
C3 2.9100 1.6583 0.7864  -0.201
N2 1.9076 2.6387 0.4865  -0.060
H1 -2.1639 2.6454 1.4880  0.295
H2 -1.3866 5.2349 2.9853  0.368
H3 1.2466 1.6800 3.8880  0.403
H4 3.4355 0.4464 2.5315  0.313
H5 3.6587 1.3898 -0.0288  0.387
H6 1.7273 3.1879 -0.3718  0.311
C4 1.3013 -1.7745 3.2293  -0.895
C5 1.1049 -3.2767 3.0833  -0.451
C6 2.3075 -4.0896 3.5653  -0.837
C7 3.6087 -3.8451 2.7948  -0.763
C8 3.5311 -4.1020 1.2867  0.230
C9 3.2110 -5.5499 0.9420  -1.293
H7 2.1403 -1.4189 2.6252  -0.026
H8 0.4053 -1.2420 2.8969  0.419
H9 1.4877 -1.5051 4.2732  0.376
H10 0.8712 -3.5175 2.0420  0.282
H11 0.2286 -3.5717 3.6700  0.366
H12 2.0520 -5.1530 3.5225  0.334
H13 2.4859 -3.8675 4.6239  0.390
H14 4.3896 -4.4830 3.2234  0.411
H15 3.9422 -2.8136 2.9582  0.226
H16 4.4988 -3.8436 0.8430  0.395
H17 2.7929 -3.4404 0.8214  -0.153
H18 3.9653 -6.2235 1.3559  0.333
H19 3.1967 -5.6836 -0.1428  0.379
H20 2.2327 -5.8495 1.3244  0.297
C10 -4.2846 3.4514 -1.6975  -1.005
C11 -5.2217 4.1026 -0.6898  -0.419
C12 -5.4220 3.2646 0.5745  -0.124
C13 -6.0704 1.8948 0.3528  -0.704
C14 -7.4425 1.9264 -0.3257  -0.426
C15 -8.4965 2.6624 0.4901  -1.179
H21 -4.6773 2.4971 -2.0563  0.302
H22 -4.1547 4.1024 -2.5660  0.375
H23 -3.2997 3.2763 -1.2558  0.104
H24 -6.1836 4.3150 -1.1656  0.296
H25 -4.8020 5.0724 -0.4005  0.364
H26 -6.0218 3.8413 1.2862  0.348
H27 -4.4487 3.1119 1.0578  -0.194
H28 -6.1666 1.3958 1.3243  0.390
H29 -5.3998 1.2647 -0.2416  0.328
H30 -7.7760 0.8943 -0.4763  0.356
H31 -7.3684 2.3738 -1.3213  0.248
H32 -8.6214 2.1989 1.4721  0.295
H33 -9.4601 2.6298 -0.0245  0.376
H34 -8.2348 3.7131 0.6345  0.281
C16 3.0834 0.9023 -4.7057  -1.139
C17 2.3207 -0.4152 -4.6700  -0.430
C18 1.8790 -0.8170 -3.2618  -0.867
C19 3.0180 -1.0634 -2.2679  0.147
C20 4.0303 -2.1327 -2.6878  -0.573
C21 3.4128 -3.5168 -2.8309  -1.158
H35 4.0102 0.8487 -4.1290  0.270
H36 3.3497 1.1557 -5.7347  0.378
H37 2.4728 1.7163 -4.3045  0.258
H38 2.9289 -1.2046 -5.1213  0.249
H39 1.4291 -0.3183 -5.2986  0.390
H40 1.2555 -1.7141 -3.3316  0.340
H41 1.2293 -0.0321 -2.8554  0.351
H42 2.5800 -1.3492 -1.3031  0.253
H43 3.5551 -0.1240 -2.0868  -0.037
H44 4.8180 -2.1791 -1.9279  0.347
H45 4.5220 -1.8498 -3.6230  0.323
H46 2.9588 -3.8391 -1.8898  0.167
H47 4.1815 -4.2446 -3.1025  0.404
H48 2.6472 -3.5391 -3.6095  0.308

Output
* energy above the lowest of the compared OMol25 structures with the same formula, charge and spin: 2.921 eV
* charge: +1


Record 3
ORCA calculation (ωB97M-V/def2-TZVPD) on a single C6H8OSSi molecule at a distorted geometry.

Last column: natural (NBO) charge in e.
Atoms and positions in Å:
C1 1.7158 2.0890 -0.1306  -0.343
C2 2.4401 0.9463 0.1278  -0.213
C3 0.3525 1.9087 -0.5512  -0.025
C4 -0.5040 1.0011 -0.6568  -0.015
C5 -1.5398 -0.0406 -0.6211  0.073
C6 -2.2622 0.0633 0.7852  -0.607
O1 -0.7671 -1.3175 -0.7537  -0.937
Si1 0.4953 -2.1455 -0.2685  1.382
S1 2.2896 -0.8858 0.1699  -0.263
H1 2.2813 3.0136 -0.3320  0.240
H2 3.3753 1.0435 0.5934  0.205
H3 -2.2065 0.0347 -1.4645  0.220
H4 -2.2004 -0.9658 1.1772  0.228
H5 -3.2590 0.4086 0.5971  0.220
H6 -1.7069 0.7116 1.3667  0.226
H7 0.4474 -2.7812 1.1441  -0.197
H8 1.0487 -3.0841 -1.1831  -0.194

Output
* energy above the lowest of the compared OMol25 structures with the same formula, charge and spin: 2.568 eV


Q: Number 1 is which compound?
A: C43H61BN5O2P2STi